1.
Entry from the Open Molecules 2025 dataset: C27H49As3ClIrNO7P as an isolated structure (the ωB97M-V functional and the def2-TZVPD basis).

Gap between HOMO and LUMO (alpha / beta) in eV: 7.4 / 6.3
Multiplicity: 5
HOMO energy (alpha / beta) in hartree: -0.2728 / -0.2908
Electronic energy in hartree: -9252.88286
F_max in eV/Å: 0.89
ΔE to the lowest compared entry with this formula, charge and spin in kJ/mol: 61.3

```
90
Properties=species:S:1:pos:R:3:forces:R:3
Ir 0.299294 0.629354 0.167044 0.859 -0.138 0.199
Cl 0.587739 6.784093 4.093323 0.011 -0.040 -0.019
C 0.939445 5.317637 3.220158 0.071 0.052 -0.051
C 1.977609 5.314544 2.268255 -0.012 0.072 0.054
C 2.280251 4.184796 1.562117 -0.042 -0.025 0.015
C 1.558976 2.976287 1.760182 0.083 -0.058 0.030
O 1.893989 1.915689 1.104363 -0.184 0.251 -0.104
C 0.512339 3.002636 2.721446 -0.094 0.111 0.093
C -0.312659 1.873225 2.975569 0.064 -0.240 -0.041
O -0.273343 0.766130 2.410600 -0.427 0.173 0.316
C 0.221404 4.184136 3.441809 -0.001 -0.053 -0.024
H 2.534051 6.227560 2.099645 0.001 0.002 0.001
H 3.069781 4.182460 0.822897 0.011 0.002 -0.006
H -1.070295 2.003880 3.765413 0.013 0.036 0.052
H -0.584404 4.180108 4.165963 -0.008 -0.008 0.004
C -2.044281 -2.474582 -0.810650 -0.033 -0.032 -0.019
As -0.570665 -1.903689 0.309091 -0.166 -0.082 0.048
C -1.342899 -2.120427 2.079240 -0.002 0.001 0.024
C 0.490729 -3.569276 0.271759 0.033 -0.010 0.031
C 2.013937 -3.530816 0.108704 -0.008 -0.013 0.052
C 2.408090 -2.862258 -1.203873 -0.002 0.011 -0.105
C 2.654005 -2.790286 1.295812 0.043 -0.026 0.052
As 2.382793 -0.844895 1.349116 -0.099 0.256 -0.061
C 4.049031 -0.227778 0.584649 0.038 -0.028 0.006
C 2.672649 -0.503233 3.234035 0.074 -0.018 0.039
C 2.538340 -4.980538 0.181461 0.017 0.000 0.013
As 2.310284 -6.394652 -1.189913 0.024 -0.051 0.011
C 3.500909 -5.714142 -2.594133 -0.007 0.019 -0.032
C 0.614955 -6.011647 -2.101377 -0.023 -0.026 -0.050
H -2.352990 -3.472317 -0.495015 -0.023 0.011 -0.038
H -1.716692 -2.495024 -1.848751 0.008 0.000 -0.004
H -2.858739 -1.763418 -0.718406 -0.008 0.028 0.005
H -1.797198 -3.109719 2.147379 0.001 0.021 0.021
H -2.083610 -1.347489 2.261182 -0.005 0.002 -0.014
H -0.555955 -2.018398 2.825717 0.007 -0.012 -0.007
H 0.049698 -4.154515 -0.533324 0.021 0.028 -0.002
H 0.241205 -4.076471 1.208564 0.014 -0.026 -0.014
H 2.111568 -1.810588 -1.239771 -0.003 -0.038 0.034
H 1.934321 -3.354754 -2.053760 -0.009 -0.001 0.037
H 3.489327 -2.912967 -1.355414 -0.002 0.011 0.013
H 3.737841 -2.936988 1.283603 -0.006 -0.035 0.014
H 2.284048 -3.196092 2.242298 -0.015 -0.036 -0.022
H 4.880266 -0.707229 1.103377 0.018 0.036 -0.019
H 4.088881 0.852117 0.695656 0.005 0.013 -0.001
H 4.069787 -0.477788 -0.473727 0.012 0.001 0.008
H 3.598807 -0.983353 3.552556 -0.018 0.027 0.054
H 1.836024 -0.887938 3.814558 -0.008 -0.011 -0.004
H 2.740564 0.573356 3.379303 0.000 -0.002 -0.014
H 2.175475 -5.437595 1.106831 0.007 0.028 0.018
H 3.629756 -4.952907 0.276698 -0.007 0.007 0.015
H 4.467061 -5.462857 -2.157187 0.011 -0.014 0.001
H 3.100626 -4.837754 -3.099961 0.026 -0.026 -0.012
H 3.654055 -6.509164 -3.322700 0.004 0.005 -0.013
H -0.230064 -6.228074 -1.449106 -0.002 0.000 0.003
H 0.570833 -6.700367 -2.945897 -0.028 0.012 -0.003
H 0.539632 -4.993955 -2.481148 0.001 0.000 -0.014
C -1.046061 1.391946 -3.792068 0.066 -0.044 -0.080
C -1.317308 2.774590 -3.227599 -0.071 -0.013 0.174
C -0.060445 3.479608 -2.747155 0.074 0.016 -0.046
C -2.055644 3.632537 -4.240659 0.036 0.015 -0.034
O -2.269563 2.650323 -2.125566 -0.164 0.147 -0.056
P -2.093019 2.006375 -0.706201 0.150 -0.621 0.004
O -1.863952 0.494303 -0.750557 -0.351 0.335 -0.242
O -0.944462 2.599314 0.089469 0.435 -0.024 0.240
O -3.502430 2.418292 -0.145545 -0.146 -0.129 -0.069
C -4.264120 1.964779 1.008748 0.152 0.132 -0.061
C -4.352043 3.174908 1.923079 -0.030 0.009 0.082
C -5.624329 1.570052 0.461654 -0.055 0.015 0.006
C -3.612306 0.794561 1.723855 0.020 -0.004 0.010
H -0.351215 1.473434 -4.629050 0.001 -0.014 -0.022
H -1.976062 0.945306 -4.146304 -0.005 0.002 -0.002
H -0.609952 0.729329 -3.047795 0.040 0.018 0.071
H 0.627496 3.597459 -3.585103 0.004 0.019 -0.005
H 0.449152 2.924125 -1.962652 -0.028 -0.013 -0.027
H -0.311005 4.463241 -2.349182 -0.007 0.009 -0.002
H -1.425652 3.792370 -5.116399 0.000 -0.001 -0.011
H -2.304198 4.600564 -3.806758 0.002 0.009 0.008
H -2.976924 3.142958 -4.555483 -0.008 -0.011 0.007
H -4.772458 4.023140 1.384305 -0.009 0.004 -0.010
H -3.358818 3.453308 2.278593 0.018 -0.008 -0.011
H -4.985807 2.955074 2.783543 -0.006 0.004 0.013
H -6.085613 2.411299 -0.054842 0.008 0.010 -0.001
H -6.280674 1.254522 1.274150 -0.003 0.002 0.010
H -5.520820 0.745280 -0.243784 0.013 -0.006 -0.001
H -2.584079 1.019852 2.004644 -0.046 -0.015 -0.020
H -3.609970 -0.094720 1.096550 0.002 -0.015 -0.047
H -4.178866 0.581741 2.632281 -0.018 -0.009 -0.001
O 2.677019 1.370801 -3.363629 0.137 0.195 -0.051
C 2.114055 0.961716 -2.409912 -0.116 -0.345 -0.156
N 1.553497 0.485543 -1.470885 -0.331 0.160 -0.241
```
Forces are in eV/Å.



2.
Entry from the Open Molecules 2025 dataset: C27H49Ba2N6O as an isolated structure at a distorted geometry (the ωB97M-V functional and the def2-TZVPD basis).

Charge: +3
Gap between HOMO and LUMO in eV: 4.8
HOMO energy in hartree: -0.6080
Electronic energy in hartree: -1511.89845
F_max in eV/Å: 3.46
ΔE to the lowest compared entry with this formula, charge and spin in kJ/mol: 310.1

```
85
Properties=species:S:1:pos:R:3:forces:R:3
Ba -8.218437 -25.605245 -19.079949 -1.647 1.275 0.698
Ba -5.091561 -22.758377 -19.696698 -1.248 1.167 -0.224
C -10.135740 -22.164666 -20.220177 0.159 -0.915 0.998
C -8.684151 -22.350395 -20.661145 -0.607 0.611 0.475
C -8.019629 -21.009218 -21.010901 -0.127 -1.003 -0.222
O -7.916706 -22.909753 -19.598150 2.512 -2.240 0.814
H -10.150251 -21.824983 -19.181224 0.141 0.702 -0.298
H -10.667781 -23.117181 -20.094839 0.064 -0.204 -0.573
H -10.735414 -21.525265 -20.859746 0.135 0.131 0.029
H -8.609067 -23.105807 -21.453056 -0.273 0.638 -0.707
H -7.081736 -21.361800 -21.449298 0.578 0.609 -0.450
H -7.827196 -20.400164 -20.126908 -0.178 -0.162 0.172
H -8.566230 -20.396554 -21.726138 0.142 -0.129 -0.187
C -11.177548 -23.350935 -23.880608 -0.121 0.878 -0.948
C -12.362174 -22.908777 -23.019979 0.716 0.076 0.709
C -13.554575 -23.853024 -23.065942 0.279 -0.416 -0.024
C -13.315528 -25.168512 -22.447992 -0.348 0.289 -0.093
N -13.241695 -26.215223 -21.981849 0.472 0.017 0.203
H -11.561202 -23.508424 -24.891233 0.234 -0.361 -0.054
H -10.561560 -24.199341 -23.575975 -0.585 -0.317 0.308
H -10.453723 -22.543565 -24.022896 -0.176 0.256 0.223
H -12.735723 -21.919565 -23.290318 0.178 -0.066 -0.525
H -11.996520 -22.746595 -22.005024 -0.349 -0.317 0.234
H -13.786719 -24.054320 -24.113484 -0.263 0.105 0.012
H -14.419639 -23.404648 -22.580054 -0.087 -0.074 -0.076
C -9.259290 -18.151142 -25.664125 0.401 0.685 0.080
C -10.082528 -18.676123 -24.490318 0.366 -0.351 -0.179
C -11.591345 -18.828548 -24.805333 0.595 -0.625 0.257
C -11.757668 -19.886449 -25.814905 0.001 0.595 -0.122
N -11.821065 -20.712115 -26.608457 0.011 -0.258 0.079
H -9.131697 -18.826368 -26.509759 -0.458 -0.138 0.042
H -8.240985 -17.890936 -25.361505 -0.012 -0.141 0.243
H -9.661869 -17.200332 -26.017787 -0.166 -0.130 -0.192
H -9.904572 -18.056096 -23.610125 -0.376 0.282 -0.088
H -9.664942 -19.649202 -24.205205 -0.262 -0.203 0.002
H -12.024004 -17.882590 -25.123471 -0.066 -0.065 -0.166
H -12.140008 -19.189097 -23.933218 0.001 0.280 0.150
C -6.808008 -18.122481 -18.024654 1.221 -0.261 -0.774
C -7.702619 -16.902872 -17.813458 1.408 -1.361 0.938
C -8.998711 -16.843013 -18.592960 0.265 0.558 -0.410
C -9.618281 -18.165344 -18.731414 -0.556 0.183 0.590
N -10.129449 -19.197559 -18.718415 0.419 0.211 -0.201
H -6.200604 -18.050243 -18.937726 -0.571 -0.037 -0.438
H -7.307682 -19.095577 -18.011235 -0.123 0.077 0.152
H -5.980297 -18.111531 -17.309496 -0.438 -0.095 0.517
H -6.993118 -16.093602 -17.980426 -0.763 0.602 -0.016
H -7.918495 -16.970951 -16.745081 -0.268 0.562 -0.036
H -8.864954 -16.406836 -19.584558 0.038 -0.121 -0.056
H -9.620260 -16.138808 -18.039116 -0.553 -0.308 -0.231
C -6.972942 -23.932485 -25.138673 1.758 0.883 -0.400
C -7.598352 -22.539096 -25.358443 -1.234 -2.019 -0.851
C -6.879594 -21.340992 -24.828369 0.219 0.655 -0.715
C -5.776011 -20.823545 -25.656541 0.529 -0.322 0.204
N -4.890378 -20.382902 -26.243784 -0.325 -0.178 0.169
H -6.954524 -24.589095 -26.008728 -1.020 -0.071 0.062
H -7.327691 -24.443136 -24.244017 0.080 -0.104 -0.007
H -5.884145 -23.764817 -25.126040 0.052 -0.124 0.776
H -8.584120 -22.566945 -24.891232 -0.049 0.197 -0.119
H -7.789405 -22.495121 -26.431592 -0.003 0.586 0.054
H -6.515704 -21.578479 -23.825535 -0.018 0.470 0.136
H -7.598619 -20.518274 -24.861781 0.002 0.051 0.689
C -10.007159 -21.926882 -13.730385 0.067 0.066 -0.492
C -10.185728 -21.116559 -15.015178 -0.026 0.704 1.279
C -9.220579 -21.358393 -16.184838 -0.753 -1.457 0.118
C -9.128140 -22.797819 -16.500663 -0.104 -0.722 -0.253
N -9.050011 -23.922249 -16.769475 0.356 0.396 -0.475
H -10.452187 -22.907561 -13.902354 0.538 -0.293 0.392
H -10.554552 -21.466836 -12.909622 -0.153 0.060 -0.138
H -8.961695 -21.916210 -13.418357 0.002 -0.529 -0.003
H -10.040721 -20.077543 -14.711060 -0.213 0.143 -0.450
H -11.225048 -21.251418 -15.313529 0.107 0.231 -0.440
H -8.184020 -21.077162 -15.997755 -0.146 0.550 0.035
H -9.685830 -20.898959 -17.060098 0.590 0.301 -0.182
C -15.042154 -22.679449 -19.398146 -0.976 0.357 0.446
C -13.697480 -23.250839 -18.962079 -0.407 0.693 0.649
C -13.662732 -23.462342 -17.399648 0.719 0.350 -1.869
C -14.638860 -24.470279 -17.079295 -0.460 -0.305 0.820
N -15.441161 -25.258456 -16.848614 0.154 0.012 -0.099
H -15.297141 -21.754451 -18.870312 0.554 0.238 -0.102
H -15.913237 -23.271598 -19.104927 0.342 -0.612 -0.201
H -15.153037 -22.468789 -20.460946 0.295 -0.110 -0.045
H -12.931065 -22.500516 -19.172415 0.168 -0.123 -0.203
H -13.480989 -24.176560 -19.495895 0.094 -0.076 0.102
H -13.833139 -22.494497 -16.930006 -0.347 -0.160 0.212
H -12.648238 -23.770006 -17.136993 -0.113 -0.231 0.265
```
Forces are in eV/Å.